Computed, not measured: a molecular structure, C24H33Br3F15NO11 in a non-equilibrium geometry, with wB97M-V/def2-TZVPD.

The geometry in XYZ format:
```
87
Properties=species:S:1:pos:R:3:forces:R:3
C 11.865 -25.444 17.116 -0.004 0.762 -0.545
C 10.578 -25.083 16.334 -2.309 -1.236 1.696
O 9.471 -25.644 16.582 2.749 1.212 -0.715
N 10.647 -24.012 15.514 -0.025 0.511 -0.070
C 9.444 -23.365 14.961 0.565 -0.577 0.404
H 11.683 -25.451 18.191 -0.473 -0.403 -0.156
H 12.594 -24.641 17.012 0.156 0.018 -0.328
H 12.348 -26.368 16.796 -0.332 -0.060 0.028
H 11.548 -23.647 15.243 -0.151 -0.080 0.217
H 8.648 -23.360 15.705 0.059 -0.384 -0.051
H 9.148 -23.939 14.083 -0.362 0.454 -0.097
H 9.657 -22.314 14.766 0.186 -0.195 -0.402
C 24.146 -26.865 11.708 -0.020 0.862 -0.817
C 24.208 -25.673 10.728 0.065 -2.042 -0.302
O 23.899 -24.476 11.387 1.166 2.718 1.585
C 24.941 -23.887 12.077 1.777 -2.159 -0.818
O 26.036 -24.447 12.267 -3.426 2.235 -0.463
C 24.631 -22.417 12.625 0.086 -1.030 -0.488
F 25.643 -21.590 12.401 0.077 -0.049 -0.578
F 23.503 -21.864 12.139 0.648 -0.552 0.331
F 24.557 -22.552 13.939 -0.645 0.058 0.723
H 24.416 -27.791 11.201 0.299 0.081 0.068
H 23.100 -26.981 11.994 0.153 0.064 0.525
H 24.831 -26.608 12.516 -0.278 -0.566 0.215
H 23.435 -25.820 9.974 0.067 0.327 -0.071
H 25.179 -25.599 10.239 0.014 0.045 0.089
C 10.980 -15.123 15.918 -0.818 -0.546 -0.462
C 12.396 -15.390 15.372 -2.236 1.114 0.481
O 12.213 -16.540 14.496 0.876 -0.082 -0.237
C 13.092 -16.747 13.517 3.180 2.093 -0.012
O 14.005 -15.974 13.167 -2.870 -2.361 1.070
C 12.948 -18.136 12.806 1.330 1.019 -0.685
F 12.891 -17.812 11.501 -0.719 -0.563 0.120
F 14.068 -18.926 12.900 -1.423 0.747 0.667
F 11.870 -18.780 13.214 0.221 -0.382 -0.314
H 10.637 -16.044 16.391 0.015 0.255 0.629
H 10.199 -14.961 15.175 0.445 -0.129 -0.809
H 10.817 -14.224 16.512 0.786 -0.278 0.577
H 12.988 -15.617 16.259 0.577 -0.329 -0.601
H 12.695 -14.466 14.878 0.651 -0.592 -0.398
C 21.705 -16.567 4.194 -0.393 0.627 0.184
C 22.239 -16.844 5.592 0.683 -0.041 -0.855
O 21.175 -17.289 6.449 -0.326 -0.755 1.071
C 21.269 -18.319 7.321 3.107 -1.136 -0.967
O 22.237 -19.079 7.498 -2.967 2.419 -0.643
C 19.976 -18.489 8.159 0.353 1.167 -0.182
F 19.122 -17.418 7.971 0.826 -1.790 0.486
F 19.380 -19.644 7.909 -0.481 0.240 -0.457
F 20.382 -18.544 9.425 -0.426 0.480 0.378
H 22.247 -15.732 3.748 0.908 -0.593 -0.296
H 20.743 -16.055 4.169 -0.541 -0.692 0.495
H 21.699 -17.486 3.608 -0.097 0.385 -0.270
H 22.717 -15.937 5.959 -0.439 -0.035 0.640
H 23.041 -17.575 5.492 -0.207 -0.284 0.422
C 19.128 -29.846 12.090 0.289 1.722 0.456
C 18.894 -30.777 10.991 -1.343 -1.399 0.115
O 20.166 -31.274 10.548 0.634 -0.994 -1.028
C 20.282 -32.176 9.550 -3.320 0.433 -1.999
O 19.359 -32.625 8.853 2.601 1.064 2.319
C 21.758 -32.446 9.182 1.095 0.546 0.841
F 22.378 -33.013 10.245 -0.289 -0.145 -0.498
F 21.889 -33.208 8.115 -0.301 -0.231 0.248
F 22.449 -31.305 8.929 -0.703 -0.241 0.118
H 19.538 -28.893 11.758 0.444 -0.051 0.128
H 19.760 -30.344 12.825 -0.065 0.380 0.182
H 18.152 -29.583 12.498 0.032 -0.169 0.338
H 18.205 -30.414 10.228 0.692 0.094 -0.547
H 18.313 -31.532 11.521 0.228 -0.990 -0.669
C 18.726 -23.707 13.534 0.413 -0.020 0.762
C 17.716 -23.033 12.616 1.358 -0.289 0.632
O 16.792 -24.031 12.208 -2.864 -1.522 0.504
C 15.671 -24.372 12.977 1.223 2.128 0.469
O 15.213 -23.752 13.917 0.974 -1.108 -1.780
C 15.013 -25.714 12.540 0.253 -1.245 0.144
F 15.661 -26.282 11.460 -1.533 0.833 1.578
F 15.139 -26.594 13.610 -0.166 1.168 -1.641
F 13.673 -25.554 12.316 2.028 -0.293 -0.103
H 18.255 -24.141 14.416 -0.038 0.213 0.143
H 19.526 -23.033 13.840 -0.310 0.420 0.240
H 19.310 -24.512 13.087 -0.495 -0.135 -0.592
H 18.319 -22.750 11.753 -0.716 0.095 -0.428
H 17.245 -22.146 13.040 -0.148 -0.232 0.100
C 14.818 -20.451 18.914 0.614 -0.452 -0.894
Br 15.678 -18.747 19.120 -0.196 0.015 0.147
Br 16.123 -21.709 18.106 -0.501 0.309 0.543
Br 13.305 -20.352 17.696 0.134 0.048 0.551
H 14.532 -20.831 19.894 -0.075 0.074 -0.389
```
Forces are in eV/Å.

Calculated values
Largest force on an atom = 4.1 eV Å⁻¹
Total charge = 0
HOMO = -9.390 eV
Orbital gap = 9.09 eV
ΔE to the lowest compared entry with this formula, charge and spin = 2.438 eV